a:
13
Properties=species:S:1:pos:R:3 method="wB97M-V/def2-TZVPD" homo_lumo_gap_ev=8.5 lumo_ev=-0.2 homo_energy_ev=-8.725
C 1.4700 -1.1554 -0.8693
C -1.2285 1.2638 0.0032
C 1.9663 -0.7562 -2.0060
N -1.6496 0.6907 3.0244
P -0.9882 1.2721 1.6887
I 2.9227 1.1637 -2.1074
H 1.4070 -0.5257 -0.1043
H 1.0918 -2.1568 -0.9175
H -0.6792 1.9155 -0.5416
H -1.7265 0.4574 -0.5472
H 2.1598 -1.1308 -2.9744
H -1.7792 -0.2850 3.2036
H -0.7830 2.6654 1.9633

---

b:
13
Properties=species:S:1:pos:R:3 method="wB97M-V/def2-TZVPD" homo_lumo_gap_ev=8.9 lumo_ev=0.0 homo_energy_ev=-8.919
C -0.7106 1.9086 0.2708
C 0.8988 -1.4886 -1.3312
C -1.5658 0.9518 0.5858
N 1.8675 -0.9089 1.3616
P 0.7865 -1.0896 0.2483
I -3.3091 0.6069 -0.5525
H -0.7161 2.5131 -0.6303
H 0.1909 2.0868 0.8691
H -0.1577 -1.5047 -1.6577
H 1.5315 -0.9302 -2.1125
H -1.3408 0.1158 1.1405
H 2.6466 -0.4113 0.8517
H -0.1216 -1.8499 0.9565

---

Least stable of them? b.